#P
An isolated molecule of C4H10O2. Source: the Open Molecules 2025 dataset; level of theory: the ωB97M-V functional and the def2-TZVPD basis.

```
16
Properties=species:S:1:pos:R:3:nbo_charge:R:1
H 0.649 -0.209 -1.506 0.211
C -0.535 -0.286 0.291 -0.440
O 0.934 2.079 0.966 -0.720
H 0.011 -0.203 1.233 0.217
H -1.249 -1.795 -0.987 0.155
H 1.516 2.179 -0.996 0.165
H -1.540 0.082 0.456 0.202
H 0.258 -2.256 -0.327 0.164
H -1.587 -1.935 1.625 0.463
H 2.220 0.869 0.034 0.179
H 0.220 2.686 0.750 0.460
H -0.460 1.150 -1.348 0.197
O -1.304 -2.533 0.928 -0.719
C -0.676 -1.746 -0.088 -0.049
C 0.221 0.498 -0.790 -0.428
C 1.322 1.420 -0.244 -0.057
```

Calculated values
molecular weight	90.122	g mol⁻¹
orbital gap	11.072	eV
LUMO energy	0.85	eV

#Q
A structure of composition C4H10O2. Source: the Open Molecules 2025 dataset; level of theory: the ωB97M-V functional and the def2-TZVPD basis.

```
16
Properties=species:S:1:pos:R:3:nbo_charge:R:1
H 1.511 -0.522 -1.030 0.382
O 1.790 -2.029 0.415 -1.038
H -0.974 -0.743 -1.278 0.205
H 1.282 0.031 0.591 0.275
H -2.273 -0.426 0.747 0.248
C -1.326 0.126 0.741 -0.064
O -1.507 1.364 0.337 -0.436
H 2.319 -2.746 0.753 0.430
H -0.415 1.716 -0.222 0.319
H 1.360 2.173 -0.640 0.235
C -0.456 -0.691 -0.315 -0.348
C 0.562 1.454 -0.839 -0.433
H -0.845 0.028 1.721 0.170
H -0.271 -1.694 0.057 0.297
C 0.811 0.077 -0.383 -0.462
H 0.251 1.523 -1.874 0.220
```

Calculated values
molecular weight	90.122	g mol⁻¹
orbital gap	4.566	eV
LUMO energy	-3.56	eV

#R
A cluster of 2 separate species, C4H10O2 in total. Source: the Open Molecules 2025 dataset; level of theory: the ωB97M-V functional and the def2-TZVPD basis.

```
16
Properties=species:S:1:pos:R:3:nbo_charge:R:1
C 1.569 0.906 -0.212 -0.391
H -0.217 1.665 -1.133 0.210
O -1.155 -1.621 -0.878 -0.559
H 2.245 -0.683 0.959 0.210
H 0.386 -0.806 1.086 0.218
H -2.689 -3.424 -0.116 0.489
C 0.516 1.894 -0.312 -0.619
H 1.135 0.531 1.829 0.189
C -2.284 -1.604 -0.480 0.651
H 2.576 1.374 -0.063 0.197
H 1.011 2.893 -0.596 0.208
H -0.024 1.850 0.675 0.200
C 1.254 -0.144 0.992 -0.622
H -2.789 -0.633 -0.433 0.099
H 1.657 0.373 -1.212 0.200
O -3.191 -2.572 -0.106 -0.678
```

Calculated values
molecular weight	90.122	g mol⁻¹
orbital gap	11.305	eV
LUMO energy	0.71	eV

Tell me which of them is the most stable. Sure, it is #P.

#P
An isolated molecule of C3H4N2OS. Source: the Open Molecules 2025 dataset; level of theory: the ωB97M-V functional and the def2-TZVPD basis.

```
11
Properties=species:S:1:pos:R:3:nbo_charge:R:1
H -0.226 1.720 0.491 0.262
C 0.148 -0.690 0.020 0.305
O 2.115 -0.530 -0.543 -0.303
S -2.462 -0.100 -0.593 0.141
C 1.693 0.736 -0.351 0.125
H -1.264 -1.860 0.593 0.385
N -1.183 -0.893 0.428 -0.730
H -2.896 0.993 0.361 0.135
N 1.071 -1.454 -0.351 -0.159
H 2.553 1.289 -0.260 0.205
C 0.451 0.790 0.204 -0.367
```

Calculated values
molecular weight	116.145	g mol⁻¹
orbital gap	9.879	eV
LUMO energy	0.39	eV

#Q
A cluster of 2 separate species, C3H4N2OS in total. Source: the Open Molecules 2025 dataset; level of theory: the ωB97M-V functional and the def2-TZVPD basis.

```
11
Properties=species:S:1:pos:R:3:nbo_charge:R:1
N 2.600 -1.189 0.050 -0.432
N -0.802 0.803 -0.418 -0.522
S 3.773 -0.234 -0.005 0.088
H -1.911 0.671 1.349 0.205
O -0.710 -0.979 -1.982 -0.553
C 1.708 -1.941 -0.124 0.090
C -1.453 1.441 0.642 -0.425
H -2.430 1.855 0.226 0.212
H 0.850 -2.526 0.241 0.253
H -0.826 2.213 1.185 0.230
C -0.801 -0.113 -1.164 0.853
```

Calculated values
molecular weight	116.145	g mol⁻¹
orbital gap	8.961	eV
LUMO energy	0.35	eV

#R
An isolated molecule of C3H4N2OS. Source: the Open Molecules 2025 dataset; level of theory: the ωB97M-V functional and the def2-TZVPD basis.

```
11
Properties=species:S:1:pos:R:3:nbo_charge:R:1
H 1.687 -0.012 -1.033 0.203
N 1.622 -0.577 1.032 -0.658
O -2.055 0.530 1.227 -0.558
C 1.101 -0.255 -0.060 0.277
C -1.042 0.259 -1.302 -0.086
H -0.296 -0.092 1.980 0.189
H 2.697 -0.673 0.966 0.371
C -0.899 0.090 1.112 0.528
H -2.122 0.306 -1.020 0.246
N -0.310 -0.069 -0.133 -0.514
S -0.384 0.492 -2.772 0.002
```

Calculated values
molecular weight	116.145	g mol⁻¹
orbital gap	8.723	eV
LUMO energy	-0.63	eV

#S
A cluster of 2 separate species, C3H4N2OS in total. Source: the Open Molecules 2025 dataset; level of theory: the ωB97M-V functional and the def2-TZVPD basis.

```
11
Properties=species:S:1:pos:R:3:nbo_charge:R:1
C -0.602 0.058 0.568 0.286
N 2.314 0.339 0.467 -0.651
H -0.858 1.409 -1.009 0.504
H 1.315 0.483 0.563 0.441
C -1.741 -0.802 0.064 -0.030
S 4.841 -0.074 -0.492 -0.069
N -2.798 -0.166 -0.053 -0.592
H -1.664 -1.832 0.142 0.172
O -0.457 1.159 -0.143 -0.656
H -3.712 -0.679 -0.084 0.360
C 3.363 0.105 -0.023 0.235
```

Calculated values
molecular weight	116.145	g mol⁻¹
orbital gap	8.395	eV
LUMO energy	-0.62	eV

Tell me which of them is the most stable. Sure, it is #R.

#P
A cluster of 2 separate species, C3H4N2OS in total. Source: the Open Molecules 2025 dataset; level of theory: the ωB97M-V functional and the def2-TZVPD basis.

```
11
Properties=species:S:1:pos:R:3:nbo_charge:R:1
H 1.272 1.131 -1.932 0.221
O -2.122 0.871 -1.778 -0.460
H 0.176 -0.746 0.136 0.253
S -1.410 0.179 2.583 0.172
H 1.584 1.369 -0.371 0.212
C -1.228 0.363 -1.194 0.708
C 1.266 0.569 -1.042 -0.604
C -0.073 0.082 -0.567 -0.553
N -0.566 -2.318 2.579 0.007
N -0.905 -1.235 2.488 -0.175
H 2.007 -0.265 -0.903 0.219
```

Calculated values
molecular weight	116.145	g mol⁻¹
orbital gap	8.981	eV
LUMO energy	0.32	eV

#Q
A structure of composition C3H4N2OS. Source: the Open Molecules 2025 dataset; level of theory: the ωB97M-V functional and the def2-TZVPD basis.

```
11
Properties=species:S:1:pos:R:3:nbo_charge:R:1
O -1.689 1.048 -1.306 -0.237
C -0.819 1.877 -0.682 0.319
H -0.787 2.900 -0.863 0.200
C 0.649 -1.216 0.222 -0.574
C -0.218 -0.052 -0.336 0.277
N -1.346 -0.144 -0.989 -0.128
H 1.628 -0.910 0.010 0.242
S 0.409 -1.422 1.977 0.005
H 0.461 -2.260 -0.266 0.249
N 0.095 1.220 -0.116 -0.477
H 1.618 -1.041 2.351 0.123
```

Calculated values
molecular weight	116.145	g mol⁻¹
orbital gap	10.255	eV
LUMO energy	0.90	eV

#R
An isolated molecule of C3H4N2OS. Source: the Open Molecules 2025 dataset; level of theory: the ωB97M-V functional and the def2-TZVPD basis.

```
11
Properties=species:S:1:pos:R:3:nbo_charge:R:1
H -1.795 2.164 0.389 0.381
C -0.463 -0.663 0.004 -0.405
C 0.804 -1.267 -0.027 -0.030
S 1.117 1.459 0.148 0.243
C -0.496 0.677 0.092 0.086
H 1.251 -2.290 -0.084 0.247
H -2.389 0.802 -0.244 0.374
N -1.636 1.366 -0.160 -0.780
O 3.035 -0.567 -0.013 -0.441
H -1.248 -1.208 -0.282 0.216
N 1.821 -0.473 0.176 0.109
```

Calculated values
molecular weight	116.145	g mol⁻¹
orbital gap (spin up / spin down)	7.363 / 7.362	eV
LUMO energy (spin up / spin down)	-0.42 / -0.41	eV

Tell me which of them is the most stable. Sure, it is #Q.

#P
An isolated molecule of C3H4N2OS. Source: the Open Molecules 2025 dataset; level of theory: the ωB97M-V functional and the def2-TZVPD basis.

```
11
Properties=species:S:1:pos:R:3:nbo_charge:R:1
H -0.714 0.827 1.708 0.251
N 1.851 0.426 1.559 0.118
C -0.063 0.085 2.117 -0.499
C 0.381 -0.384 -0.617 -0.754
S 0.673 -1.180 1.013 0.540
O 2.037 1.207 0.672 -0.334
N 0.073 -0.283 4.628 -0.298
H 0.034 -1.299 -1.238 0.261
H 1.412 0.053 -0.827 0.256
C 0.118 -0.130 3.490 0.216
H -0.274 0.471 -0.381 0.244
```

Calculated values
molecular weight	116.145	g mol⁻¹
orbital gap (spin up / spin down)	8.253 / 8.252	eV
LUMO energy (spin up / spin down)	-0.25 / -0.25	eV

#Q
An isolated molecule of C3H4N2OS. Source: the Open Molecules 2025 dataset; level of theory: the ωB97M-V functional and the def2-TZVPD basis.

```
11
Properties=species:S:1:pos:R:3:nbo_charge:R:1
N -1.988 -0.124 -0.573 -0.668
C 0.092 1.388 0.028 0.566
C -0.860 -0.621 -0.014 0.287
H -0.961 1.814 0.706 0.140
H -2.738 -0.678 -0.569 0.342
S 3.098 -0.100 -0.349 0.089
H 1.299 -1.647 0.630 0.200
H -0.646 -1.630 0.241 0.160
C 1.542 -0.549 0.198 -0.102
N 0.232 -0.009 -0.115 -0.519
O 0.930 2.156 -0.182 -0.495
```

Calculated values
molecular weight	116.145	g mol⁻¹
orbital gap	8.194	eV
LUMO energy	-1.12	eV

#R
An isolated molecule of C3H4N2OS. Source: the Open Molecules 2025 dataset; level of theory: the ωB97M-V functional and the def2-TZVPD basis.

```
11
Properties=species:S:1:pos:R:3:nbo_charge:R:1
H 2.022 -1.670 -0.141 0.228
C 0.118 -0.814 0.364 0.297
C -0.149 0.387 -0.227 -0.150
H 1.058 -2.711 0.926 0.244
H 0.681 -2.608 -0.792 0.235
C 1.045 -2.030 0.098 -0.652
N -1.064 0.413 1.698 0.071
N -0.877 1.127 0.643 -0.201
S 0.333 1.068 -1.775 0.056
H 1.456 0.201 -1.823 0.137
O -0.379 -0.791 1.554 -0.266
```

Calculated values
molecular weight	116.145	g mol⁻¹
orbital gap	9.551	eV
LUMO energy	0.51	eV

Tell me which of them is the most stable. Sure, it is #R.

#P
An isolated molecule of C3H4N2OS. Source: the Open Molecules 2025 dataset; level of theory: the ωB97M-V functional and the def2-TZVPD basis.

```
11
Properties=species:S:1:pos:R:3:nbo_charge:R:1
H 2.227 0.727 -0.126 0.203
H -2.844 1.555 -0.303 0.238
O -0.211 -2.068 0.784 -0.668
H 2.033 -0.610 -1.057 0.206
C 1.713 -0.164 -0.126 -0.405
C -2.035 0.873 -0.014 -0.060
H 1.856 -0.798 0.718 0.256
C -0.639 -0.806 0.402 0.697
S -0.529 1.523 -0.566 0.528
N 0.322 0.108 -0.089 -0.532
N -1.893 -0.339 0.374 -0.464
```

Calculated values
molecular weight	116.145	g mol⁻¹
orbital gap	8.763	eV
LUMO energy	-0.20	eV

#Q
An isolated molecule of C3H4N2OS. Source: the Open Molecules 2025 dataset; level of theory: the ωB97M-V functional and the def2-TZVPD basis.

```
11
Properties=species:S:1:pos:R:3:nbo_charge:R:1
H -1.932 2.767 0.640 0.383
C 1.005 -2.042 0.173 -0.112
N 1.108 -0.911 0.941 -0.523
C 0.326 -0.079 0.353 0.461
H -0.832 3.262 -0.544 0.384
H -0.216 -2.381 -1.670 0.210
S 0.193 2.047 1.110 0.369
O -0.288 -0.510 -0.734 -0.428
C 0.150 -1.794 -0.854 0.020
H 1.551 -2.927 0.430 0.217
N -1.066 2.569 0.157 -0.980
```

Calculated values
molecular weight	116.145	g mol⁻¹
orbital gap	9.118	eV
LUMO energy	0.15	eV

Tell me which of them is the most stable. Sure, it is #P.

#P
A cluster of 2 separate species, CH6N2O3S in total. Source: the Open Molecules 2025 dataset; level of theory: the ωB97M-V functional and the def2-TZVPD basis.

```
13
Properties=species:S:1:pos:R:3:nbo_charge:R:1
C 2.089 0.480 0.059 -0.870
S 0.848 -0.812 0.244 2.350
O 0.012 -0.633 1.404 -0.949
N -2.441 -0.397 -0.064 -0.367
H 2.774 0.460 -0.722 0.254
H 1.564 1.312 -0.230 0.236
O 1.493 -2.070 -0.085 -0.913
H -4.004 -0.752 -0.960 0.309
H -0.901 -0.211 -0.741 0.501
H -1.975 -0.363 0.819 0.352
O 0.019 -0.405 -1.042 -0.917
H 2.626 0.518 1.091 0.244
N -3.638 -0.749 0.036 -0.231
```

Calculated values
molecular weight	126.137	g mol⁻¹
orbital gap	10.319	eV
LUMO energy	-0.03	eV

#Q
A cluster of 2 separate species, CH6N2O3S in total. Source: the Open Molecules 2025 dataset; level of theory: the ωB97M-V functional and the def2-TZVPD basis.

```
13
Properties=species:S:1:pos:R:3:nbo_charge:R:1
H -1.175 0.253 2.303 0.346
O 1.336 0.666 0.193 -0.949
H 1.440 -2.294 0.241 0.250
H -1.351 0.628 0.035 0.496
H 1.913 -1.326 -1.278 0.271
N -1.547 1.145 2.459 -0.238
C 1.139 -1.823 -0.667 -0.852
S 0.441 -0.460 0.244 2.345
O 0.000 -0.798 1.544 -0.974
O -0.826 0.040 -0.672 -0.924
H -2.060 2.556 1.411 0.334
N -1.598 1.713 1.328 -0.363
H 0.381 -2.323 -1.218 0.258
```

Calculated values
molecular weight	126.137	g mol⁻¹
orbital gap	10.269	eV
LUMO energy	0.13	eV

#R
A cluster of 2 separate species, CH6N2O3S in total. Source: the Open Molecules 2025 dataset; level of theory: the ωB97M-V functional and the def2-TZVPD basis.

```
13
Properties=species:S:1:pos:R:3:nbo_charge:R:1
H 1.768 1.696 -0.815 0.177
N -0.863 -1.190 -0.552 -1.072
H -1.329 -1.571 -1.301 0.403
O 1.610 0.454 0.681 -0.216
O -2.807 -0.166 0.786 -0.932
S -1.320 -0.152 0.676 1.635
H 0.041 -1.559 -0.369 0.417
H -1.893 1.838 -0.452 0.482
H 1.302 -0.004 -1.251 0.159
C 1.811 0.662 -0.588 -0.009
O -1.070 1.511 -0.054 -0.945
H 1.430 -0.765 2.122 0.322
N 1.319 -0.754 1.116 -0.422
```

Calculated values
molecular weight	126.137	g mol⁻¹
orbital gap (spin up / spin down)	8.432 / 9.228	eV
LUMO energy (spin up / spin down)	-0.30 / -0.03	eV

Tell me which of them is the most stable. Sure, it is #P.

#P
An isolated molecule of C4H4ClF. Source: the Open Molecules 2025 dataset; level of theory: the ωB97M-V functional and the def2-TZVPD basis.

```
10
Properties=species:S:1:pos:R:3:nbo_charge:R:1
C -0.329 -0.566 0.046 -0.236
C 0.045 1.641 -0.825 0.279
H 0.910 1.134 0.977 0.228
Cl -0.536 -3.290 0.698 -0.029
F 0.504 2.854 -0.885 -0.303
C 0.026 -1.600 0.795 -0.183
H -1.136 -0.722 -0.792 0.222
H -0.524 1.276 -1.685 0.152
C 0.241 0.770 0.159 -0.334
H 0.800 -1.497 1.512 0.203
```

Calculated values
molecular weight	106.527	g mol⁻¹
orbital gap	9.956	eV
LUMO energy	1.04	eV

#Q
An isolated molecule of C4H4ClF. Source: the Open Molecules 2025 dataset; level of theory: the ωB97M-V functional and the def2-TZVPD basis.

```
10
Properties=species:S:1:pos:R:3:nbo_charge:R:1
H 1.216 -0.289 -2.676 0.216
C 0.624 0.151 -1.882 -0.362
C -0.211 0.413 0.452 0.414
C -0.726 -0.422 1.843 -0.354
Cl -1.538 0.378 3.043 0.096
H 0.666 1.267 -1.996 0.193
C 0.320 -0.288 -0.660 -0.320
F 0.127 1.696 0.577 -0.322
H -0.595 -1.579 1.714 0.229
H 0.118 -1.327 -0.415 0.211
```

Calculated values
molecular weight	106.527	g mol⁻¹
orbital gap (spin up / spin down)	7.898 / 8.043	eV
LUMO energy (spin up / spin down)	-0.18 / -0.30	eV

Tell me which of them is the most stable. Sure, it is #P.

#P
The ion C5H9O with charge +1. Source: the Open Molecules 2025 dataset; level of theory: the ωB97M-V functional and the def2-TZVPD basis.

```
15
Properties=species:S:1:pos:R:3:nbo_charge:R:1
H -0.357 1.031 1.637 0.219
C -0.898 0.571 0.852 -0.033
O -0.283 -0.862 0.805 -0.317
H -1.920 0.475 1.069 0.232
H 1.899 -0.439 1.187 0.249
C 1.035 0.607 -0.571 -0.446
C 1.171 -0.616 0.435 -0.064
H 1.590 0.582 -1.489 0.262
C -0.952 -0.952 -0.534 -0.048
H 1.371 -1.490 -0.066 0.210
H 1.254 1.534 -0.095 0.228
H -0.542 -1.626 -1.162 0.215
H -0.813 1.493 -1.225 0.265
H -2.070 -1.018 -0.250 0.242
C -0.485 0.711 -0.595 -0.213
```

Calculated values
molecular weight	85.126	g mol⁻¹
orbital gap	12.900	eV
LUMO energy	-3.26	eV
total charge	+1

#Q
A cluster of 2 separate species, C5H9O in total. Source: the Open Molecules 2025 dataset; level of theory: the ωB97M-V functional and the def2-TZVPD basis.

```
15
Properties=species:S:1:pos:R:3:nbo_charge:R:1
C 0.585 0.333 -1.199 -0.096
C -0.562 -0.602 0.629 0.424
H 0.034 0.925 -1.882 0.234
H 1.387 -1.635 -0.026 0.232
H -0.158 0.908 2.183 0.296
H 0.350 2.265 -0.234 0.253
H 1.374 -0.138 -1.728 0.240
O -0.329 -0.729 -0.757 -0.306
H -1.384 1.166 0.917 0.267
C -0.408 0.728 1.125 -0.523
H -0.069 -2.736 -0.062 0.268
C 0.346 -1.669 0.110 -0.138
H 1.557 1.235 0.497 0.236
H -3.332 -1.323 0.381 0.027
C 0.609 1.273 0.046 -0.416
```

Calculated values
molecular weight	85.126	g mol⁻¹
orbital gap (spin up / spin down)	11.009 / 9.072	eV
LUMO energy (spin up / spin down)	-3.46 / -5.57	eV
total charge	+1

Tell me which of them is the most stable. Sure, it is #P.